# 1
Below is a structure of composition C33H62N5O6PdS5 at a distorted geometry, with properties calculated with the ωB97M-V functional and the def2-TZVPD basis.

Last column: Löwdin charge in e.
Geometry (Å):
1 Pd -18.93664 -1.89374 4.73819  0.97
2 C -21.63346 1.38146 4.33185  -0.04
3 C -20.17286 1.19270 4.70542  -0.54
4 C -19.97185 1.33909 6.21687  -0.05
5 O -19.56531 0.07237 4.16226  -0.23
6 H -22.30410 0.71503 4.87612  0.07
7 H -21.75026 1.18868 3.26644  0.04
8 H -21.91136 2.42675 4.47958  0.08
9 H -19.62299 2.05212 4.27177  0.11
10 H -20.66809 0.69150 6.75695  0.08
11 H -20.16030 2.37595 6.49100  0.07
12 H -18.97741 0.99771 6.50005  0.05
13 C -22.82285 4.63227 6.88340  -0.26
14 S -24.59829 4.99174 6.83109  0.80
15 O -24.89153 5.55632 8.15208  -0.54
16 C -24.52544 6.33293 5.63827  -0.26
17 H -22.26498 5.46563 6.45859  0.03
18 H -22.58287 3.73359 6.31635  0.02
19 H -22.56896 4.51955 7.93476  0.05
20 H -23.93476 6.07175 4.76039  0.03
21 H -24.10041 7.20739 6.13108  0.06
22 H -25.54730 6.51570 5.31110  0.05
23 C -22.28881 -4.26073 5.51206  -0.25
24 S -22.34509 -2.50235 5.83807  0.90
25 O -20.90778 -2.06629 5.72591  -0.65
26 C -23.10757 -2.05739 4.28558  -0.24
27 H -23.27439 -4.69777 5.38046  0.07
28 H -21.68607 -4.78979 6.24753  0.06
29 H -21.70699 -4.34984 4.58813  0.06
30 H -23.71436 -1.15691 4.33602  0.05
31 H -23.70255 -2.87806 3.88375  0.06
32 H -22.33344 -1.88264 3.53242  0.07
33 C -18.45296 -3.20040 8.94423  -0.24
34 S -18.21025 -1.53829 8.33864  0.86
35 O -18.45012 -1.61465 6.87296  -0.63
36 C -19.64375 -0.81577 9.09140  -0.24
37 H -18.33576 -3.30376 10.02032  0.07
38 H -17.71124 -3.82506 8.44430  0.06
39 H -19.43260 -3.54877 8.61347  0.06
40 H -19.69133 0.24180 8.82759  0.03
41 H -19.71572 -0.91589 10.17226  0.08
42 H -20.56899 -1.20185 8.64842  0.06
43 C -14.43743 -1.09239 5.77096  -0.23
44 S -15.67003 -0.39767 4.67539  0.90
45 O -16.81470 -1.36308 4.71937  -0.65
46 C -16.15252 0.96598 5.73939  -0.23
47 H -13.93150 -1.91690 5.28182  0.06
48 H -14.94144 -1.38449 6.69312  0.06
49 H -13.75657 -0.28160 6.03413  0.07
50 H -16.99398 1.47046 5.27012  0.03
51 H -15.32853 1.67941 5.78924  0.07
52 H -16.38061 0.57561 6.72961  0.05
53 C -21.10575 3.95621 1.22062  -0.26
54 S -20.11187 4.95027 0.09231  0.81
55 O -21.04635 5.75152 -0.72699  -0.54
56 C -19.44427 6.05337 1.33303  -0.26
57 H -21.79605 3.43557 0.55580  0.04
58 H -21.76775 4.60242 1.80234  0.04
59 H -20.51640 3.29434 1.84994  0.03
60 H -18.76633 5.49094 1.98089  0.02
61 H -20.21017 6.48117 1.98035  0.06
62 H -18.86812 6.82319 0.82422  0.06
63 N -19.60893 6.65997 6.65388  0.02
64 C -19.55975 5.30525 6.53422  -0.18
65 C -18.81315 5.01077 5.41903  -0.09
66 C -18.44911 6.24271 4.82793  -0.11
67 C -18.94784 7.24628 5.60910  -0.12
68 H -20.15226 7.16930 7.32920  0.15
69 H -20.00608 4.62850 7.23935  0.08
70 H -18.71234 4.01657 5.01145  0.07
71 H -17.80874 6.42287 3.97949  0.09
72 H -18.91025 8.31161 5.46642  0.11
73 N -17.66143 4.23861 10.58324  0.02
74 C -16.89456 3.12664 10.82490  -0.13
75 C -17.25034 2.18318 9.90441  -0.12
76 C -18.26319 2.72739 9.07221  -0.10
77 C -18.46240 4.01194 9.50698  -0.14
78 H -17.53100 5.10657 11.07178  0.15
79 H -16.08938 3.15823 11.53738  0.11
80 H -16.69085 1.26041 9.84529  0.08
81 H -18.78289 2.33069 8.21633  0.05
82 H -19.18786 4.75621 9.23121  0.10
83 N -20.50448 -0.12754 1.06430  0.01
84 C -20.09943 -0.95500 0.04623  -0.14
85 C -20.88468 -0.70061 -1.04485  -0.10
86 C -21.83145 0.29190 -0.66692  -0.09
87 C -21.62078 0.55455 0.66158  -0.17
88 H -20.07203 -0.07066 1.97444  0.10
89 H -19.25712 -1.61552 0.16614  0.10
90 H -20.84057 -1.22006 -1.98741  0.09
91 H -22.49421 0.81289 -1.33784  0.10
92 H -22.13840 1.25699 1.28994  0.07
93 N -17.52794 2.62619 2.34670  0.01
94 C -17.71540 2.53362 0.99122  -0.14
95 C -17.02030 3.56297 0.41939  -0.12
96 C -16.29782 4.22572 1.45120  -0.10
97 C -16.71117 3.69185 2.64199  -0.16
98 H -17.84821 2.00016 3.06604  0.10
99 H -18.40897 1.81819 0.57947  0.10
100 H -16.97055 3.78618 -0.63256  0.10
101 H -15.70954 5.11585 1.29882  0.10
102 H -16.41789 3.84514 3.66782  0.10
103 N -25.32229 2.27984 1.23875  0.02
104 C -24.60335 2.72691 2.30589  -0.16
105 C -24.57380 4.09276 2.28037  -0.11
106 C -25.34607 4.48337 1.13996  -0.09
107 C -25.80187 3.35793 0.53746  -0.13
108 H -25.40627 1.33085 0.91999  0.14
109 H -24.17655 2.04698 3.02403  0.09
110 H -24.04220 4.77804 2.91792  0.07
111 H -25.49473 5.50286 0.82658  0.10
112 H -26.31200 3.27236 -0.40620  0.11

Force components x, y, z for each atom (eV/Å):
-0.4 1.6 0.7
0.2 -0.1 -0.5
0.2 0.6 0.4
-0.2 -0.6 -0.2
0.4 -0.8 -0.6
0.0 0.1 0.2
-0.1 0.0 0.0
-0.1 -0.1 0.2
-0.1 -0.1 -0.1
-0.1 0.1 -0.1
0.1 0.0 0.1
0.1 0.3 0.0
0.2 0.3 -0.4
0.3 -0.9 -0.7
-0.4 0.6 0.8
-0.1 0.1 -0.1
0.1 0.0 0.1
-0.1 -0.1 0.0
-0.1 -0.1 0.0
0.0 -0.2 0.1
-0.1 0.0 0.0
0.0 0.2 0.1
0.7 -0.3 -0.6
0.0 -0.3 -0.3
0.1 0.0 0.2
-0.3 0.0 -1.0
-0.1 0.0 0.2
-0.3 0.2 0.4
-0.3 0.0 -0.1
0.0 0.0 0.3
-0.2 0.0 0.3
0.3 0.0 0.3
0.0 -0.6 -0.4
0.3 -0.2 0.9
0.0 0.0 -0.1
-1.4 0.7 -0.4
0.0 0.3 0.0
0.1 0.1 0.1
-0.1 0.1 0.1
0.5 0.0 0.2
0.5 -0.1 0.0
0.3 -0.5 0.0
-0.2 0.5 0.4
0.1 0.4 -0.1
-0.1 -0.7 -0.4
0.3 0.1 -0.1
0.0 0.0 0.0
0.0 -0.3 -0.1
0.2 -0.1 -0.2
-0.2 -0.1 0.1
0.0 -0.1 0.0
-0.2 0.1 0.0
-0.9 0.5 -0.3
0.3 0.0 0.1
-0.4 0.1 -0.1
0.4 -0.2 0.6
0.3 -0.4 0.1
0.3 0.1 0.2
0.1 -0.1 -0.1
0.0 -0.1 -0.2
-0.2 0.1 -0.3
-0.1 0.1 0.0
-0.4 0.4 0.2
0.4 -0.3 -0.3
-0.6 -0.2 0.0
0.6 0.3 -0.2
-0.1 -0.2 0.0
0.1 -0.1 0.1
-0.1 0.2 0.1
0.4 0.0 0.0
-0.1 -0.2 -0.1
0.0 0.0 0.2
0.6 -0.3 0.2
-0.2 0.6 -0.3
0.7 -0.5 0.1
0.0 0.5 -0.1
-0.5 0.2 0.5
-0.2 0.1 -0.1
-0.1 -0.1 0.1
-0.4 -0.2 -0.2
0.2 -0.3 0.1
0.1 0.0 -0.2
-0.4 -0.6 0.2
0.3 0.3 -0.1
-0.1 -0.1 0.0
0.2 -0.3 0.0
0.2 0.7 -0.4
-0.2 -0.1 0.1
0.0 0.0 0.0
0.1 0.1 -0.1
-0.3 -0.2 0.2
0.1 0.1 0.1
0.0 0.2 0.5
-0.4 0.1 0.3
0.6 -0.4 -0.1
-0.7 0.8 -0.2
0.5 -0.8 -0.1
-0.3 -0.2 -0.3
0.1 -0.1 -0.1
-0.1 0.0 0.0
0.2 -0.1 0.2
0.1 0.3 0.0
-0.4 0.1 -0.4
0.5 -0.2 0.5
-0.5 0.1 -0.7
0.4 0.6 0.7
0.3 -0.1 -0.5
0.0 0.0 0.2
0.0 -0.1 -0.1
-0.1 -0.2 0.2
-0.1 -0.1 -0.1
-0.2 -0.3 0.1

Net charge   +1
LUMO (alpha / beta)   -2.76 / -4.73 eV
Orbital gap (alpha / beta)   7.0 / 5.0 eV
Total energy   -4138.144489 Ha
Multiplicity   3

---

# 2
Below is a cluster of 2 separate species, C4H11NO in total at a distorted geometry, with properties calculated with the ωB97M-V functional and the def2-TZVPD basis.

Last column: Löwdin charge in e.
Geometry (Å):
1 C 1.20192 -0.74018 1.54573  -0.02
2 C 0.42924 -1.58662 0.60926  -0.60
3 N 1.02021 -1.80170 -0.62345  0.13
4 O -0.53256 -2.27873 0.88386  0.05
5 H 0.94759 0.32363 1.43691  0.07
6 H 2.29596 -0.82423 1.48997  0.09
7 H 1.02655 -0.88010 2.61330  0.09
8 H 0.67775 -2.53009 -1.20945  0.10
9 H 1.46806 -1.05422 -1.11753  0.09
10 C -0.47384 1.14391 -1.03582  -0.19
11 C -1.68522 1.73782 -0.35884  -0.16
12 H -0.23068 1.57203 -2.02217  0.07
13 H 0.43136 1.28111 -0.43614  0.05
14 H -0.49648 0.08212 -1.26302  0.04
15 H -1.80613 2.77493 -0.63590  0.06
16 H -1.67411 1.61132 0.72758  0.06
17 H -2.59963 1.16900 -0.60429  0.07

Force components x, y, z for each atom (eV/Å):
0.7 1.8 1.4
0.1 -2.4 -0.9
0.7 0.8 0.2
-0.1 0.6 0.7
0.1 -0.2 -0.4
-0.4 -0.1 -0.7
-0.7 -0.7 -0.2
-0.7 -0.3 -0.1
0.4 0.2 0.1
1.2 -0.1 -0.7
-0.9 -1.0 0.1
-0.3 0.3 0.3
-0.1 0.2 0.0
-0.6 -0.1 0.4
-0.2 0.3 0.2
0.4 0.3 0.0
0.3 0.5 -0.4

LUMO   0.92 eV
SMILES   CC(N)=O.CC
Orbital gap   10.7 eV
Total energy   -288.995903 Ha

---

# 3
Below is a structure of composition C8H24AlN2OP2S at a distorted geometry, with properties calculated with the ωB97M-V functional and the def2-TZVPD basis.

Last column: Löwdin charge in e.
Geometry (Å):
1 C -3.93265 -0.21850 1.43263  -0.16
2 C -3.65215 1.15640 0.58772  -0.27
3 C -3.93889 1.06573 -1.02069  -0.23
4 C -3.58823 -0.37160 -1.72185  -0.23
5 C -1.99315 -0.51332 -2.19744  -0.21
6 C -0.92339 -0.01146 -1.06279  -0.24
7 C 0.57817 -0.65899 -1.18332  -0.26
8 C 1.21303 -0.63991 0.36268  -0.32
9 Al 3.01511 0.37165 0.47807  -0.15
10 N 2.81389 2.29658 0.28861  -0.15
11 P 4.53573 -0.35124 -1.14019  0.13
12 S 5.63693 1.23946 -1.58280  -0.11
13 P 3.81127 -0.00052 2.67174  0.65
14 N 2.86016 -1.41700 3.30076  -0.32
15 O 5.51004 -0.39999 2.66332  -0.48
16 H -2.93397 -0.86838 1.45622  0.08
17 H -4.18396 -0.00848 2.57417  0.08
18 H -4.74642 -0.85181 0.87933  0.07
19 H -4.26586 2.03738 1.07825  0.10
20 H -2.49934 1.41978 0.74052  0.10
21 H -5.07123 1.36441 -1.22329  0.11
22 H -3.27194 1.88223 -1.58018  0.12
23 H -3.93330 -1.31919 -1.12786  0.09
24 H -4.19984 -0.39591 -2.74744  0.11
25 H -1.85201 -0.01814 -3.25271  0.11
26 H -1.82407 -1.68850 -2.32093  0.11
27 H -1.36184 -0.36666 -0.01112  0.09
28 H -0.92751 1.17270 -1.01128  0.12
29 H 1.25814 -0.01291 -1.91815  0.10
30 H 0.48358 -1.77352 -1.52716  0.10
31 H 1.35320 -1.71458 0.81028  0.04
32 H 0.48284 -0.06395 1.11078  0.06
33 H 1.95197 2.64297 0.78891  -0.02
34 H 3.66384 2.78197 0.65611  -0.03
35 H 5.38973 -1.36538 -0.57178  -0.09
36 H 3.90758 -0.77355 -2.37090  -0.09
37 H 2.99267 -2.21977 2.61733  0.01
38 H 1.83767 -1.16165 3.36341  0.01
39 H 5.80419 -0.24635 1.71103  0.00

Force components x, y, z for each atom (eV/Å):
0.8 -0.2 -0.1
0.9 0.3 0.6
0.0 0.3 -0.1
0.1 0.4 -1.5
-0.4 -1.1 0.6
-0.8 -0.2 0.2
-0.5 0.6 1.2
-0.5 0.0 0.1
-1.5 1.1 0.3
-0.3 -0.8 0.9
0.2 0.5 -0.4
0.6 0.2 0.0
0.0 0.3 1.1
0.6 -0.7 -1.6
-0.8 0.1 -1.8
-2.2 1.3 -0.2
0.3 -0.4 -2.6
1.3 1.2 1.4
1.1 -1.7 -1.2
-2.6 -0.5 -0.3
2.3 -0.8 0.4
-1.5 -1.7 1.3
0.8 2.0 -0.9
1.2 0.0 2.2
-0.2 -0.8 2.1
-0.3 2.5 0.1
1.0 0.7 -2.3
0.3 -2.4 -0.2
-1.5 -1.6 1.4
0.2 2.2 0.4
-0.5 1.8 -1.0
1.3 -1.3 -1.6
1.5 -0.4 -0.6
-1.2 -0.4 -0.4
-0.6 -0.2 -0.8
0.5 -0.7 0.7
-0.8 1.1 1.1
1.7 -0.3 -0.3
-0.5 -0.5 1.9

Net charge   -1
LUMO   2.79 eV
Orbital gap   6.5 eV
Total energy   -1827.268207 Ha

---

# 4
Below is the molecule C4H12P2 at a distorted geometry, with properties calculated with the ωB97M-V functional and the def2-TZVPD basis.

Last column: Löwdin charge in e.
Geometry (Å):
1 C -1.18441 0.25532 2.06935  -0.13
2 C -0.91926 -0.38299 0.68029  -0.36
3 C -0.08983 0.57534 -0.30890  -0.83
4 P -1.20532 1.96925 -0.85923  0.78
5 P 0.73014 -0.39086 -1.77556  0.77
6 C 1.91386 -1.44235 -0.82607  -0.45
7 H -0.70150 -0.46848 2.74700  0.07
8 H -2.25921 0.36611 2.28658  0.07
9 H -0.73611 1.26897 1.98030  0.06
10 H -0.60820 -1.31572 0.83242  0.01
11 H -1.99057 -0.52886 0.26004  0.11
12 H 0.82792 0.84226 0.29034  0.07
13 H -0.33715 2.71822 -1.75291  -0.10
14 H -1.80604 1.32867 -1.84758  -0.17
15 H 1.66711 0.64974 -1.99884  -0.08
16 H 2.96806 -1.06138 -0.47290  0.05
17 H 2.35613 -2.39632 -1.39059  0.05
18 H 1.37440 -1.98691 0.08626  0.05

Force components x, y, z for each atom (eV/Å):
0.6 0.1 -0.9
-4.2 4.5 -2.0
1.0 -2.1 0.8
1.8 1.5 1.8
-0.2 0.5 0.8
2.4 -3.4 1.6
-0.2 1.1 0.5
0.5 -0.1 0.0
-0.2 -0.6 1.0
2.0 -3.7 0.1
1.7 0.1 0.0
-1.1 0.5 -0.5
-0.3 -0.5 0.5
-1.0 -1.3 -1.8
-0.1 0.0 -0.3
-2.4 0.1 -0.3
-1.5 1.9 0.5
1.1 1.4 -1.8

LUMO   1.02 eV
SMILES   CC[C@H](P)PC
Orbital gap   9.9 eV
Total energy   -842.214153 Ha